The following is a quantum chemistry calculation of a cluster of 4 separate species, C31H66FN4O10PS in total in a non-equilibrium geometry, from OMol25.

Last column: Löwdin charge in e.
Element x y z (Å)
C  -1.507427  0.556884  -1.063348  -0.117
C  -0.949280  1.498371  -2.284747  -0.140
C  -1.735711  1.475504  -3.739228  -0.038
C  -1.227624  2.349578  -5.056785  -0.083
C  0.123750  3.265010  -4.876977  -0.087
C  0.885284  3.292138  -3.423576  -0.035
C  0.392214  2.421199  -2.092338  -0.096
C  1.314893  2.541444  -0.742527  -0.122
C  0.485058  2.792993  0.648830  -0.161
O  1.139100  1.997372  1.698858  -0.202
C  0.241901  0.988521  2.282503  -0.180
C  0.954397  -0.467443  2.590050  -0.541
N  1.836266  -0.488263  3.819673  -0.153
O  2.702193  0.539530  3.861908  -0.074
P  1.816508  -1.239851  1.035426  0.909
C  3.461706  -0.360491  0.628187  -0.333
C  2.353133  -3.053562  1.492921  -0.309
S  -0.489553  -1.656743  2.980778  0.874
O  0.064668  -2.804913  3.911512  -0.364
O  -1.026136  -2.281412  1.663087  -0.369
F  -1.710462  -0.745220  3.770540  -0.239
H  -0.654540  -0.039437  -0.510781  0.057
H  -2.134259  1.232854  -0.307124  0.086
H  -2.306703  -0.180939  -1.553590  0.092
H  -2.715565  0.823060  -3.917825  0.094
H  -1.769774  2.324001  -6.108505  0.091
H  0.606066  3.907980  -5.751350  0.085
H  1.858455  3.954548  -3.302808  0.084
H  2.021610  3.490075  -0.899751  0.115
H  2.033311  1.612913  -0.732125  0.094
H  -0.674718  2.659423  0.570730  0.125
H  0.660091  3.936462  0.943816  0.122
H  -0.117705  1.400099  3.343871  0.160
H  -0.737546  0.781473  1.675324  0.111
H  2.429119  -1.372411  3.822978  0.122
H  3.527008  0.355414  3.323820  0.113
H  3.421729  -0.101213  -0.536428  0.052
H  3.609635  0.677541  1.169507  0.052
H  4.406349  -1.075799  0.746604  0.063
H  2.948821  -3.047483  2.524668  0.053
H  1.428304  -3.794278  1.507626  0.064
H  3.128456  -3.433822  0.680864  0.062
C  2.018990  -0.522144  -6.681690  -0.108
O  1.226802  -1.575660  -6.148630  -0.197
C  -0.104128  -1.171672  -5.807302  -0.201
C  -1.129078  -1.775725  -6.784727  -0.202
N  -1.023180  -1.168478  -8.114728  -0.056
C  -1.754950  -1.895668  -9.161399  -0.196
C  -1.335129  -3.351282  -9.445635  -0.217
O  -0.039666  -3.485449  -10.036345  -0.183
C  1.037942  -3.446915  -9.111380  -0.100
H  3.058111  -0.861215  -6.712440  0.089
H  1.712599  -0.286453  -7.703987  0.072
H  1.963890  0.373751  -6.058532  0.082
H  -0.203590  -0.079234  -5.741916  0.088
H  -0.303888  -1.578586  -4.811504  0.119
H  -2.137788  -1.613845  -6.395209  0.117
H  -0.944368  -2.852115  -6.824343  0.096
H  -0.046117  -1.126799  -8.386946  0.063
H  -1.619750  -1.320349  -10.087472  0.118
H  -2.825572  -1.867831  -8.926875  0.114
H  -2.038093  -3.748163  -10.187305  0.118
H  -1.433156  -4.002088  -8.569583  0.108
H  0.779683  -3.893025  -8.147145  0.089
H  1.379395  -2.418780  -8.982582  0.067
H  1.872721  -4.010532  -9.537475  0.089
C  -2.648912  9.776654  2.484941  -0.112
O  -1.802899  10.132018  1.398853  -0.199
C  -0.515786  10.606517  1.810283  -0.201
C  0.581138  9.579380  1.474859  -0.205
N  0.477300  8.388549  2.323390  -0.055
C  1.292897  7.256104  1.862755  -0.190
C  0.986118  6.676409  0.467874  -0.217
O  -0.276267  6.011368  0.371618  -0.210
C  -1.384202  6.875229  0.160640  -0.087
H  -3.660033  9.632638  2.094322  0.091
H  -2.325877  8.834638  2.935240  0.072
H  -2.677738  10.563252  3.242847  0.087
H  -0.495568  10.886586  2.872706  0.122
H  -0.321288  11.512950  1.229210  0.118
H  1.562410  10.039292  1.619807  0.120
H  0.473944  9.323709  0.417767  0.097
H  -0.490641  8.084447  2.356606  0.064
H  1.148603  6.453586  2.598977  0.120
H  2.350488  7.541062  1.910797  0.117
H  1.739604  5.905438  0.268846  0.106
H  1.100327  7.413575  -0.334727  0.111
H  -1.127575  7.745864  -0.448947  0.091
H  -1.801162  7.184516  1.120185  0.069
H  -2.162620  6.309821  -0.359413  0.093
C  -1.573152  -10.160972  6.619520  -0.114
O  -0.791356  -9.562871  5.593518  -0.200
C  -1.559033  -8.770523  4.680314  -0.203
C  -1.266131  -7.271325  4.873643  -0.204
N  -1.810952  -6.778414  6.142136  -0.056
C  -1.316241  -5.448920  6.526216  -0.189
C  0.200182  -5.289493  6.751817  -0.216
O  0.700452  -5.981639  7.898911  -0.183
C  0.964967  -7.361316  7.687229  -0.102
H  -0.952388  -10.901922  7.130729  0.090
H  -1.880695  -9.414937  7.356652  0.072
H  -2.451090  -10.666173  6.209658  0.086
H  -2.634984  -8.983722  4.747142  0.121
H  -1.231149  -9.053728  3.675634  0.117
H  -1.710322  -6.707723  4.048736  0.122
H  -0.181461  -7.144618  4.831949  0.097
H  -1.571547  -7.428207  6.884394  0.062
H  -1.824313  -5.191260  7.465554  0.119
H  -1.648694  -4.719665  5.778106  0.111
H  0.384765  -4.226689  6.947066  0.120
H  0.791466  -5.532159  5.861805  0.107
H  1.313962  -7.570983  6.672487  0.088
H  0.075719  -7.949180  7.919372  0.066
H  1.745031  -7.670016  8.388857  0.088

Cartesian forces, eV/Å:
C -0.8787 0.5332 -1.0190
C 1.3047 1.6165 -2.4150
C 2.7560 2.2263 -0.4148
C 2.5832 0.3648 3.8907
C -1.1197 -2.1588 3.3774
C -2.7607 -2.0176 -0.3090
C -1.7555 0.3463 -4.1265
C -0.2528 0.5584 -1.3371
C 0.8595 1.5298 -0.4670
O -2.3462 -1.4539 -0.3304
C -0.5093 0.2020 1.7063
C 0.8969 1.1040 0.4127
N -1.3116 -3.0343 -0.5413
O 2.4887 2.1013 -0.4875
P -0.5832 -1.0588 -1.7432
C 1.5167 0.7899 -0.4798
C 0.8726 -0.3816 0.7547
S 0.1901 -6.8505 -0.8167
O -2.3196 5.2567 -2.8758
O 1.3476 3.4202 4.7535
F 2.2984 -1.4887 -1.4381
H -1.7225 1.2233 -1.2180
H 1.4844 -1.4655 -1.5205
H 1.9313 1.4388 1.1989
H 2.4181 1.4788 0.7229
H 1.1618 -0.0741 2.5970
H -1.3323 -1.5995 2.0388
H -2.2655 -1.5054 -0.3138
H -1.5574 -2.0989 0.1995
H -1.6557 1.6703 0.3963
H 2.3161 -0.1037 0.1088
H -0.5296 -2.6321 -0.6188
H 0.8265 -0.9788 -2.1546
H 2.0631 0.4340 0.7602
H -1.5906 1.1219 0.0051
H -1.4416 0.1913 0.4961
H -0.0868 -0.6561 2.5657
H -0.2224 -2.1895 -1.0146
H -2.0087 1.6133 0.0662
H -1.3779 -0.3725 -2.0518
H 1.9822 1.7982 0.1343
H -1.7233 1.0175 1.5336
C 0.0349 -0.3911 0.0784
O -0.0577 0.5075 -0.0583
C -0.3457 -0.4542 -0.1702
C 0.6769 0.4961 -0.0407
N -0.1200 -0.2630 0.0411
C 0.4391 0.1078 -0.0496
C -0.1370 0.1799 -0.4393
O -0.3672 -0.0721 0.4671
C 0.0885 -0.0203 -0.4140
H -0.1596 -0.0552 0.0492
H 0.0137 0.2334 -0.0373
H -0.0593 0.0535 -0.0339
H 0.1301 -0.2309 -0.1516
H -0.0232 0.0552 -0.0091
H -0.0234 0.0153 -0.0062
H -0.0516 -0.1525 0.1988
H -0.1827 0.0041 0.1221
H -0.0817 -0.1955 0.1020
H 0.0773 -0.0956 0.0511
H 0.1227 0.0619 0.0145
H 0.1704 0.1043 0.0885
H -0.0472 0.1283 -0.0042
H 0.0908 -0.0081 0.2782
H -0.1619 -0.0057 -0.0350
C -0.0433 -0.0604 -0.4089
O 0.0944 0.1114 0.5810
C 0.3667 -0.2383 -0.4944
C -0.6528 0.0126 0.4771
N 0.1166 -0.0191 -0.2983
C -0.4312 -0.0362 0.1038
C 0.1029 -0.3026 0.2675
O 0.3897 0.4760 -0.1277
C -0.1642 -0.3834 0.0314
H 0.1747 0.0595 -0.0424
H -0.0300 0.0248 0.2345
H 0.0341 -0.0374 0.0472
H -0.0886 -0.2349 -0.1334
H 0.0182 -0.0280 0.0340
H 0.0082 -0.0115 0.0160
H 0.0359 0.1860 -0.1825
H 0.1792 0.1200 -0.0031
H 0.0946 0.0644 -0.1918
H -0.0766 0.0216 -0.1063
H -0.0702 -0.0003 0.0373
H -0.1778 0.0724 0.0667
H 0.0429 0.0032 0.1277
H -0.0835 0.2573 -0.0647
H 0.1767 -0.0262 0.0030
C 0.4265 0.0516 -0.0598
O -0.5994 -0.0808 0.0554
C 0.4368 0.5232 -0.1377
C -0.3382 -0.5861 0.4609
N 0.2249 0.0506 -0.1409
C 0.0202 -0.2592 0.2455
C -0.2495 0.3668 0.2758
O 0.0072 -0.0345 -0.5416
C 0.0351 0.2171 0.4056
H -0.0063 0.1132 -0.1442
H -0.2198 -0.0571 0.0574
H -0.0506 0.0420 0.0232
H 0.1906 0.0564 0.2015
H -0.0282 0.0212 0.0188
H -0.0013 0.0190 0.0131
H 0.1279 -0.0468 -0.2229
H -0.0435 0.0885 -0.1948
H 0.1615 0.0428 -0.1544
H 0.1513 -0.0753 -0.0071
H -0.0356 -0.1341 0.0269
H -0.0552 -0.1916 0.0254
H -0.1357 0.0097 -0.0087
H 0.0285 -0.2291 -0.1865
H -0.0363 0.1418 -0.0510

## Properties
Spin multiplicity = 1
Net charge = 0
Kohn-Sham gap = 0.281 Eh
E_HOMO = -8.4 eV
SMILES = Cc1ccccc1CCOC[C@](NO)(P(C)C)S(=O)(=O)F.COCCNCCOC.COCCNCCOC.COCCNCCOC
LUMO level = -0.0276 Ha